9
Properties=species:S:1:pos:R:3 method="wB97M-V/def2-TZVPD" smiles="N#CCC=[N+]=O" gap_ha=0.323 total_charge=+1 e_homo_ha=-0.626
N -0.330 1.180 2.118
C -0.027 0.601 -0.415
C -0.179 -0.902 -0.639
H -0.152 -1.163 -1.686
N -0.207 -1.644 0.281
H -0.881 1.101 -0.975
C -0.153 0.941 1.018
H 0.926 0.745 -1.090
O -0.357 -2.214 1.248

---

54
Properties=species:S:1:pos:R:3 method="wB97M-V/def2-TZVPD" s2=2.028 gap_ha="0.179 / 0.243" multiplicity=3 total_charge=-1 e_homo_ha="-0.090 / -0.168"
H 0.928 1.511 -3.523
H -0.996 -3.476 -0.528
H 5.450 0.534 -3.798
H 1.424 3.462 -1.211
H 0.384 1.233 -1.900
C 4.118 0.042 -0.702
C -0.028 -3.667 -0.995
H 1.839 3.742 -2.905
H -0.119 -4.532 -1.660
H -3.279 2.871 0.246
C 1.136 3.236 -2.238
H 3.575 -0.896 1.150
C 1.514 0.842 3.855
C 5.555 -0.078 1.402
H -0.433 -3.057 -3.662
H 3.187 1.479 -4.170
H 5.981 -0.484 -1.604
H 0.690 -3.904 -0.207
C 4.468 -0.731 0.550
C 2.525 1.143 -2.171
H 6.476 0.057 0.830
C -2.310 3.202 -0.085
H 2.228 -1.690 -2.724
H -0.198 -1.301 -3.505
C 0.582 -0.061 4.412
C 2.876 0.672 -0.890
H 0.308 -0.152 5.453
H 0.140 3.649 -2.411
C 0.425 -2.426 -1.766
C 0.061 -0.806 3.375
H -1.524 -2.086 -2.641
H 4.816 -1.719 0.231
C 1.168 1.727 -2.479
C 1.535 0.590 2.479
H -0.688 -1.582 3.402
H -2.197 4.006 -0.795
C 3.464 1.095 -3.192
H 3.171 1.761 1.599
Ti 0.128 -0.075 0.254
C -0.491 -2.209 -2.973
N 0.344 -1.276 -0.903
H 2.095 1.591 4.372
H 1.952 -3.434 -2.944
C 4.729 0.561 -2.991
H 2.523 -2.801 -1.385
I -0.727 2.773 1.085
I -2.687 -0.485 0.324
C 1.871 -2.600 -2.238
C 5.030 0.016 -1.757
H 5.787 -0.688 2.277
N 1.936 0.772 0.147
N 0.619 -0.438 2.183
C 2.318 1.115 1.421
H 5.238 0.905 1.753

---

9
Properties=species:S:1:pos:R:3 method="wB97M-V/def2-TZVPD" gap_ha=0.390 total_charge=0 e_homo_ha=-0.376
C 0.734 -0.305 0.225
F 1.580 -0.427 1.299
C 1.076 -0.650 -0.976
C -1.233 0.575 0.551
H 0.466 -0.503 -1.934
F -1.868 0.020 -0.501
Cl -1.219 2.289 0.460
H 2.049 -1.081 -0.860
F -1.584 0.082 1.736

---

16
Properties=species:S:1:pos:R:3 method="wB97M-V/def2-TZVPD" smiles="C=CCCNC=O" gap_ha=0.388 total_charge=0 e_homo_ha=-0.353
C -1.264 0.179 0.364
O 1.256 -1.259 -2.985
C -1.993 -0.682 1.181
H -2.809 -1.222 0.658
N 1.013 0.329 -1.218
C -0.105 1.008 0.905
H 0.780 -1.748 -0.994
C 0.878 -0.999 -1.781
H 1.498 -0.626 0.718
H 2.024 0.839 0.634
C 1.145 0.405 0.203
H -0.375 2.044 0.651
H -1.852 -0.594 2.249
H -0.114 0.959 1.965
H -1.622 0.424 -0.585
H 1.540 0.943 -1.965

---

24
Properties=species:S:1:pos:R:3 method="wB97M-V/def2-TZVPD" smiles="CNN1CNc2c1[nH]c(=[NH2+])[nH]c2=O" gap_ha=0.311 total_charge=+1 e_homo_ha=-0.442
H 0.108 -1.327 -2.533
O 0.430 -3.094 -0.486
H 2.217 -1.323 3.405
C 1.314 -0.649 1.914
H 0.934 1.023 -2.629
C 0.453 -0.742 -0.662
N -0.159 -0.612 -1.915
H -1.981 0.167 -0.016
N 0.722 0.450 1.372
N -1.581 2.015 -0.831
C 0.458 0.399 0.050
C -0.089 0.849 -2.263
H -2.790 0.545 -1.510
H 1.910 0.312 3.440
H -1.541 2.722 -0.180
H 1.514 -2.756 1.707
N -0.264 1.620 -1.083
H -0.739 1.037 -3.075
N 1.203 -1.812 1.247
N 2.144 -0.496 2.942
C -2.493 0.981 -0.577
H -3.332 1.321 -0.044
H 0.931 1.340 1.790
C 0.632 -1.973 -0.062

---

17
Properties=species:S:1:pos:R:3 method="wB97M-V/def2-TZVPD" smiles="[O-]/C(O)=C/CCCO" gap_ha=0.236 total_charge=-1 e_homo_ha=-0.088
H -0.030 2.287 0.273
H 1.863 -1.569 2.173
H -0.749 -1.128 -0.763
C -0.383 -0.738 0.180
H -2.172 0.233 0.845
H -1.714 2.446 0.328
H -1.659 0.785 -1.870
C 0.710 -1.418 0.703
O 0.288 1.220 -2.078
H 0.608 0.482 -1.544
H -1.266 2.465 -2.108
O 1.331 -2.393 0.227
C -0.939 1.759 -0.037
C -1.096 0.435 0.762
O 1.187 -0.935 1.940
H -0.785 0.605 1.797
C -0.991 1.585 -1.530

---

6
Properties=species:S:1:pos:R:3 method="wB97M-V/def2-TZVPD" gap_ha=0.207 total_charge=-1 e_homo_ha=-0.084
H 2.792 -1.668 0.044
S -2.194 1.078 0.213
H 3.849 -2.822 0.062
H 3.866 -1.938 -1.255
H -2.499 1.725 -0.882
N 3.870 -1.793 -0.197

---

18
Properties=species:S:1:pos:R:3 method="wB97M-V/def2-TZVPD" gap_ha=0.396 total_charge=+1 e_homo_ha=-0.563
H 0.008 -2.509 -0.867
C -0.048 2.494 0.287
H 3.111 -0.063 0.802
O 2.494 -0.742 0.518
H -2.236 -0.273 -0.309
H 0.950 2.454 -0.151
H -1.496 -0.560 -1.801
C -0.963 -2.160 -0.408
H -1.748 1.420 0.698
H 0.808 0.306 -0.761
C -1.296 -0.661 -0.721
N -0.766 1.472 0.281
C -0.050 0.067 -0.164
H -1.839 -2.686 -0.715
H -0.391 3.354 0.790
H -0.814 -2.315 0.660
H 0.303 -0.330 0.914
H 2.902 -1.597 0.667

---

21
Properties=species:S:1:pos:R:3 method="wB97M-V/def2-TZVPD" s2=6.010 gap_ha="0.312 / 0.304" multiplicity=5 total_charge=+1 e_homo_ha="-0.470 / -0.474"
H -2.196 -2.095 -2.660
C 1.080 1.619 -0.503
H 1.738 -0.287 3.118
O -1.817 -1.216 -0.831
H 1.915 1.878 1.888
O -3.298 0.425 -1.417
O 0.221 2.271 0.037
H 0.256 -1.623 -3.359
Li -0.884 1.420 1.446
H 3.323 0.805 1.616
C -2.654 -0.087 -0.545
C 2.245 0.919 1.464
C -1.440 -1.521 -2.126
H 1.902 -1.183 1.607
O -2.346 0.299 0.627
O 0.111 -0.152 1.851
V -1.175 -1.278 1.153
C -0.315 -1.010 -2.662
H -0.229 0.074 -2.755
O 2.080 0.998 0.009
C 1.486 -0.256 2.042

---

105
Properties=species:S:1:pos:R:3 method="wB97M-V/def2-TZVPD" s2=0.802 gap_ha="0.160 / 0.164" multiplicity=2 total_charge=0 e_homo_ha="-0.191 / -0.195"
H 4.943 -0.142 2.962
C 4.756 -1.845 1.623
C 2.634 3.726 1.178
H 3.423 1.915 2.079
N 1.361 -0.948 0.730
C 3.048 0.469 -3.828
H 1.613 5.188 2.439
H 5.003 -0.206 -4.480
H -5.125 -4.139 3.973
H -1.938 5.156 -0.540
H -7.721 1.726 -1.418
O -4.569 -0.648 -1.786
H -0.362 -3.778 3.168
H 2.439 0.700 -5.918
H 4.245 -1.253 -3.268
C -4.240 -3.735 0.643
C -4.923 -3.318 1.983
H 4.652 3.134 1.673
H 0.190 4.941 0.639
C 1.345 3.097 0.672
H 6.428 -1.164 0.449
H -6.667 -2.534 1.004
H -2.701 3.717 -1.259
N 2.672 -1.037 0.691
H 4.870 -3.861 2.470
H 0.802 -3.441 4.461
B 0.270 -0.277 -0.142
C 3.101 4.762 0.144
H -2.832 4.004 0.467
C 1.768 -0.203 -3.357
H -3.468 -4.176 3.328
H 3.897 2.149 0.399
C -5.239 2.051 1.524
C -2.166 4.101 -0.395
C -5.884 0.974 -0.565
H 3.235 4.292 -0.832
H 5.035 -0.066 0.409
N 1.441 -0.066 -2.112
H 4.789 -3.816 0.703
N 0.242 1.241 -0.042
C -0.108 -1.654 -3.742
C 3.724 2.663 1.345
H 2.056 3.692 3.273
H -6.970 -3.132 2.644
H -6.560 3.583 2.252
H -0.887 -3.543 -4.334
C -6.363 2.855 1.476
C -5.636 0.083 -1.640
H -4.530 2.135 2.340
C 1.108 -2.328 2.654
C 3.237 -1.767 1.625
C -7.255 2.716 0.411
C 0.192 3.885 0.399
H 3.298 4.890 2.874
C -6.425 -3.323 1.719
C 4.058 -0.643 -4.154
H 2.382 5.576 0.041
H -2.030 -2.227 -4.455
S -2.031 1.151 -1.414
C 2.480 -2.436 2.616
H -0.476 -2.271 4.075
H 2.012 2.066 -4.875
N 1.323 1.813 0.495
O -3.828 -2.740 -0.100
C 5.196 -3.315 1.583
N 0.374 -0.706 -1.615
H 4.056 5.189 0.454
C -0.399 -1.552 -2.336
H -6.722 -4.286 1.308
C -0.985 -2.493 -4.612
C 5.340 -1.112 0.414
H 2.938 2.180 -2.497
H -6.382 0.037 -2.437
C -4.527 -4.299 3.076
C -0.916 3.316 -0.150
Cl -8.674 3.723 0.360
H 2.970 -3.049 3.362
C 2.380 4.417 2.524
H -3.734 -1.985 2.788
S -1.627 -2.483 -1.643
H 3.784 0.792 -1.814
H 1.214 -1.044 -5.284
H 4.996 -1.565 -0.517
O -4.168 -4.902 0.334
V -3.459 -1.080 -0.353
C 2.774 1.312 -5.079
C 3.625 1.364 -2.728
H 3.690 1.820 -5.384
O -4.576 -1.986 2.324
C 0.573 -1.533 1.641
H 4.575 1.787 -3.060
H 6.359 -1.205 2.933
H 3.690 -1.294 -4.949
H 6.284 -3.372 1.538
O -3.889 0.338 0.620
C -7.029 1.808 -0.589
C 0.224 -2.995 3.655
C 5.269 -1.183 2.912
C 0.971 -0.986 -4.231
S -1.008 -1.023 1.161
H 4.901 -1.703 3.798
H -0.721 -2.368 -5.661
C -4.971 1.097 0.537
C -0.858 1.919 -0.482
H -4.673 -5.314 2.712

---

75
Properties=species:S:1:pos:R:3 method="wB97M-V/def2-TZVPD" gap_ha=0.208 total_charge=-2 e_homo_ha=-0.064
C -1.415 2.018 -2.160
H -5.804 -0.993 3.441
C 3.200 3.247 -0.063
C 1.881 3.602 0.174
C 1.940 2.405 2.252
H 0.074 -5.374 -3.223
S 0.753 -3.648 -1.309
C 2.743 -1.214 3.655
H -1.625 -5.536 -3.071
C -1.785 4.768 -1.964
N 4.810 -1.678 2.704
N -2.649 -0.853 1.222
H 6.786 -1.649 3.324
C -2.049 4.118 -3.191
H 6.580 -1.730 1.583
H 3.782 1.426 2.728
H -2.239 0.962 2.085
H -2.057 2.254 -4.216
Cs 0.362 -0.266 0.184
H -5.292 -2.826 1.836
H 1.800 5.353 2.558
C -1.860 2.765 -3.277
H 4.341 -2.285 4.690
C 3.896 2.477 0.858
C 6.180 -1.283 2.493
C -0.228 4.848 3.034
C 3.820 -1.342 1.754
C -1.175 6.079 4.898
C -1.196 6.023 0.472
C -1.334 3.983 -0.864
H 1.337 4.179 -0.562
C -1.133 2.562 -0.916
C -4.047 0.128 2.903
C 0.016 6.774 5.062
C -1.659 6.782 -0.627
N 4.069 -1.186 0.486
C 3.264 2.058 2.018
C -1.286 5.121 3.901
N -1.966 -4.129 -1.238
H 3.255 -0.459 -0.543
C -1.943 6.169 -1.813
C -4.917 -0.949 2.820
C -4.637 -1.968 1.930
H -2.288 6.749 -2.665
C 1.236 3.187 1.337
C -0.739 -4.372 -1.684
C -3.192 -2.983 0.205
C 4.222 -1.444 4.004
C 1.085 6.504 4.218
H 0.113 7.516 5.846
H 4.621 -0.540 4.485
N -2.061 -3.092 -0.384
O 1.885 -1.079 4.517
H -4.223 0.954 3.578
P -0.518 3.558 1.726
H -2.014 6.276 5.556
H -1.312 0.946 -2.338
C -1.039 4.664 0.357
C -3.481 -1.898 1.142
H 1.446 2.035 3.145
C -2.931 0.124 2.076
C 0.962 5.553 3.214
H 5.047 -1.329 0.275
H -0.967 6.533 1.399
N -0.731 -5.400 -2.621
H 4.913 2.167 0.652
H 6.305 -0.192 2.427
H 3.675 3.542 -0.991
H -1.779 7.855 -0.520
H -3.976 -3.726 0.033
N 2.602 -1.186 2.314
F 2.733 0.088 -1.208
H -2.212 4.567 3.784
H 2.020 7.037 4.341
H -2.392 4.700 -4.042

---

28
Properties=species:S:1:pos:R:3 method="wB97M-V/def2-TZVPD" s2=3.755 gap_ha="0.265 / 0.287" multiplicity=4 total_charge=-1 e_homo_ha="-0.163 / -0.185"
H 3.398 17.270 8.703
Br 6.544 15.868 4.735
O 4.244 18.035 2.841
H 3.300 18.975 9.484
H 2.873 14.755 5.460
C 2.883 15.721 4.956
H 7.769 19.980 7.459
V 4.855 17.940 5.148
C 4.925 17.537 1.710
H 5.983 17.801 1.733
H 4.857 16.449 1.729
Cl 6.579 19.899 4.510
H 9.076 19.282 8.431
H 4.512 17.761 0.726
H 3.615 15.515 4.175
C 8.102 19.085 7.984
H 1.858 16.014 4.729
H 3.401 17.420 10.347
O 5.476 18.203 7.252
H 2.558 16.583 6.620
H 8.493 18.417 7.215
Cl 2.710 19.605 5.613
C 5.821 18.229 8.435
C 3.729 17.973 9.467
H 3.912 18.861 2.483
O 3.311 16.494 6.031
O 5.104 18.177 9.550
O 7.096 18.524 8.882

---

Copy entry 12 word for word.
28
Properties=species:S:1:pos:R:3 method="wB97M-V/def2-TZVPD" s2=3.755 gap_ha="0.265 / 0.287" multiplicity=4 total_charge=-1 e_homo_ha="-0.163 / -0.185"
H 3.398 17.270 8.703
Br 6.544 15.868 4.735
O 4.244 18.035 2.841
H 3.300 18.975 9.484
H 2.873 14.755 5.460
C 2.883 15.721 4.956
H 7.769 19.980 7.459
V 4.855 17.940 5.148
C 4.925 17.537 1.710
H 5.983 17.801 1.733
H 4.857 16.449 1.729
Cl 6.579 19.899 4.510
H 9.076 19.282 8.431
H 4.512 17.761 0.726
H 3.615 15.515 4.175
C 8.102 19.085 7.984
H 1.858 16.014 4.729
H 3.401 17.420 10.347
O 5.476 18.203 7.252
H 2.558 16.583 6.620
H 8.493 18.417 7.215
Cl 2.710 19.605 5.613
C 5.821 18.229 8.435
C 3.729 17.973 9.467
H 3.912 18.861 2.483
O 3.311 16.494 6.031
O 5.104 18.177 9.550
O 7.096 18.524 8.882